(1)
{
  "formula": "C10H8IN2OP",
  "method": "the ωB97M-V functional and the def2-TZVPD basis",
  "homo_ev": [-9.222, -7.654],
  "species": ["P", "H", "H", "H", "C", "N", "O", "C", "H", "C", "C", "I", "C", "H", "H", "C", "N", "H", "C", "C", "H", "C", "C"],
  "coordinates": [[0.6226, -0.3707, 0.3588], [-2.9253, -0.0586, 3.4676], [-1.6771, -3.3106, 0.6957], [-1.4103, -2.1549, 3.0313], [-2.9186, -0.6308, 2.5541], [2.8252, 1.1580, -0.0642], [-0.8469, -0.2138, 0.0554], [-2.1610, -1.7830, 2.2262], [2.2153, 1.8853, -3.8195], [3.7246, 1.7734, -0.7487], [-3.9240, -0.4528, 1.7169], [0.6963, 1.0710, 2.4586], [-2.3351, -2.5069, 1.0811], [4.6326, 2.1582, -0.2495], [-3.5438, -2.4982, -0.7285], [1.7505, 0.7567, -0.7196], [-4.1184, -1.0898, 0.6609], [0.5235, 1.0027, -2.5440], [1.4857, 1.0321, -2.0760], [-3.3435, -2.0378, 0.2472], [4.6283, 2.4975, -2.6575], [3.6595, 2.0933, -2.1256], [2.4398, 1.6796, -2.8210]]
}

---

(2)
{
  "formula": "C20H31CrI2LuNO3S2",
  "method": "the ωB97M-V functional and the def2-TZVPD basis",
  "s_squared": 3.984,
  "homo_ev": [-18.888, -18.836],
  "total_charge": 4,
  "multiplicity": 4,
  "species": ["H", "C", "H", "H", "H", "H", "H", "H", "S", "C", "H", "C", "H", "C", "H", "H", "I", "H", "H", "H", "H", "H", "S", "C", "H", "C", "H", "C", "I", "H", "C", "C", "H", "H", "H", "C", "H", "H", "N", "C", "C", "O", "Cr", "C", "C", "C", "H", "C", "H", "C", "H", "C", "H", "C", "Lu", "H", "H", "C", "O", "H", "O"],
  "coordinates": [[-1.4037, 2.5343, 4.5836], [-0.8523, 1.0599, 3.0920], [-2.6648, 2.0379, 2.6409], [5.2338, -3.5023, -2.6135], [-2.8205, -1.9421, -1.3014], [-5.0023, -0.6740, 2.5264], [5.5911, -2.9589, -0.9495], [4.2162, -2.0306, -4.2609], [-1.1023, 0.4345, -1.4142], [-3.0888, 0.0954, -1.9141], [-4.7949, 1.0969, 2.6554], [0.1587, 0.2180, 2.6668], [-3.2440, -0.9158, 0.0160], [-0.6474, 1.7889, 4.2823], [-2.0130, 1.1481, 1.2075], [-4.9263, 1.1405, -2.1576], [-0.7101, -3.7328, -2.0393], [-4.0474, 1.6726, -0.7074], [-3.7731, -1.0825, 4.3493], [-3.5009, 2.1752, -2.3029], [6.6603, -2.4931, -2.2964], [4.8662, 0.7441, -1.8092], [3.1457, -1.6339, -1.7360], [-3.0221, -0.3161, 4.1568], [-2.4648, 0.4180, -3.9704], [-2.1104, 1.1683, 2.3139], [-4.5238, -1.3351, -1.1667], [1.5095, 0.6336, 4.5873], [-0.2976, -3.5476, -4.5729], [2.1274, -0.7011, 2.9474], [5.6218, -2.6738, -2.0054], [1.3540, -0.0203, 3.3470], [2.4021, 0.4394, 5.1802], [-2.4141, -1.2672, -3.4599], [6.4246, -0.0920, -1.7267], [-4.4044, 0.1793, 2.2173], [0.6740, 2.0963, 5.9355], [-2.0492, -0.6949, 4.4745], [-3.0228, -0.0255, 2.6977], [1.5306, 0.5215, 0.4120], [5.3608, -0.1899, -1.4967], [2.5782, 1.2058, 0.4338], [-0.1899, 0.1719, 0.6006], [4.8214, -1.3948, -2.2764], [0.6487, 2.7507, -2.2774], [-2.9895, -0.3350, -3.3720], [-3.2763, 0.5826, 4.7246], [0.5295, 1.5492, 5.0088], [-4.0034, -0.4752, -3.7712], [4.7166, -1.1650, -3.7899], [-2.5764, -0.8388, 2.2233], [2.9070, 2.0671, -2.6907], [4.1621, -0.2440, -4.0309], [-3.9398, 1.3445, -1.7469], [1.4441, 0.3598, -1.9841], [-4.4038, 0.2685, 1.1374], [5.7398, -1.0691, -4.1683], [-3.4610, -1.0850, -1.0457], [3.5958, 2.9892, -2.7954], [5.2422, -0.3330, -0.4096], [0.4788, 3.8772, -2.1586]]
}

---

(3)
{
  "formula": "C42H36N8O5P2PbS3",
  "method": "the ωB97M-V functional and the def2-TZVPD basis",
  "homo_ev": -1.553,
  "total_charge": -2,
  "species": ["H", "C", "N", "C", "H", "C", "C", "H", "H", "C", "O", "H", "C", "C", "C", "N", "S", "C", "C", "P", "C", "H", "N", "H", "Pb", "C", "H", "C", "C", "H", "H", "C", "C", "H", "C", "S", "C", "C", "H", "C", "C", "C", "C", "H", "N", "H", "C", "H", "C", "H", "C", "H", "O", "H", "H", "C", "H", "H", "N", "H", "H", "H", "O", "O", "N", "C", "H", "H", "C", "C", "H", "C", "N", "N", "H", "H", "O", "C", "C", "H", "C", "H", "C", "C", "C", "H", "C", "C", "H", "C", "C", "S", "C", "H", "H", "P", "H"],
  "coordinates": [[6.2688, 0.5195, 1.8028], [-3.9657, -2.8418, 1.9170], [-4.1872, -1.5719, 2.3555], [-2.7338, -2.8318, 1.3252], [-2.1947, -3.6325, 0.8671], [-0.1694, 5.8389, 0.2395], [-3.0982, -0.8381, 1.9969], [-5.9698, -1.9501, 3.3159], [-2.1599, -6.2727, -3.5092], [0.4914, 0.7988, -3.7832], [-0.1312, 0.9555, -2.6865], [-0.5661, 6.7907, 0.5725], [-2.9107, 1.7105, 0.8359], [3.3771, 3.0014, -2.7152], [5.3553, 0.7888, 1.2927], [-2.2110, -1.5919, 1.3872], [2.6167, -1.1114, -0.0438], [-5.3797, -1.0950, 2.9889], [3.9459, 3.3382, -3.9304], [-2.8726, 0.9130, 2.4627], [-1.2110, 1.6227, 5.0697], [-1.6790, 0.8049, 5.6282], [-0.5245, 1.1169, 3.9159], [-1.6862, 2.8967, -1.8034], [-0.7002, -0.6576, -0.6702], [-3.7113, 2.6766, -0.9448], [-5.1218, -0.4758, 3.8518], [0.6405, 4.4246, -1.5225], [1.7289, 1.6865, -3.8622], [-5.8644, 1.0836, 0.2819], [0.0105, -8.6394, -0.6722], [-0.0487, -3.8884, -0.3824], [0.5452, 3.6000, 0.7276], [3.7928, 3.3898, -1.7915], [-1.5230, -6.3423, -2.6390], [-5.6468, -1.1466, -0.8798], [0.9780, 0.2595, 2.5748], [0.1189, 5.6340, -1.0986], [-5.9954, 2.8453, 0.4953], [-2.3490, 2.5965, -1.0182], [0.8715, 3.3971, -0.6131], [4.4805, -1.4704, 0.7215], [-0.2926, -7.6644, -1.0337], [-4.6955, -3.6189, 2.0378], [-0.1892, 0.2879, 1.8995], [5.7870, -0.2604, -0.5200], [4.3100, -3.7357, 0.2492], [4.2471, -3.8781, 1.3333], [0.7936, 0.7731, 3.8303], [4.9607, 2.4684, 2.4926], [-1.0856, 0.7998, 2.7105], [-0.5070, 2.1418, 5.7205], [0.2223, 0.0737, -4.7300], [-1.3758, -8.4847, -2.6848], [-5.3733, 1.8389, 1.8233], [3.4278, 2.8279, -5.1131], [4.8042, 3.9991, -3.9635], [4.8867, -4.5379, -0.2115], [-0.7201, -3.0472, -1.2166], [-1.9944, 2.3191, 4.7629], [0.7106, -6.5803, 0.5426], [0.8564, 4.2725, -2.5704], [0.6077, -3.5887, 0.5945], [4.9717, -2.5214, -0.0250], [-2.9445, -0.6342, -1.1342], [-0.2971, -5.2997, -0.8446], [3.2945, -3.7126, -0.1638], [0.6695, 2.7800, 1.4193], [2.2584, 2.1716, -2.6716], [-1.4280, -3.7420, -2.1510], [1.8623, -0.1537, 2.1300], [0.1095, -6.5208, -0.3523], [-1.8666, 2.0110, 0.0989], [-4.0654, 2.1315, 0.2520], [-5.9740, -0.5071, 2.2858], [1.8914, 1.5910, -5.9770], [-2.2135, -3.3124, -2.9683], [2.3223, 2.0002, -5.0750], [0.0522, 4.8171, 1.1517], [1.4753, 0.9164, 4.6451], [-1.1212, -5.2109, -1.9600], [3.8893, 3.0747, -6.0612], [-5.4005, 1.9644, 0.7391], [4.6438, 1.8591, 1.6539], [-1.0857, -7.5762, -2.1687], [-0.0637, 6.4250, -1.8149], [4.9429, -0.1119, 0.1689], [3.6698, 0.3204, -0.5531], [-0.1695, 4.9712, 2.2014], [-4.0822, -0.8800, -1.0632], [3.4428, 2.2535, 0.9576], [4.5427, -1.6268, 2.4362], [3.0065, 1.5854, -0.1187], [2.9212, 3.1351, 1.3021], [-4.4472, 3.0471, -1.6301], [1.4422, 1.7324, -1.0764], [3.7593, 0.2844, -1.6465]]
}

---

(4)
{
  "formula": "C21H19N6O3S4V",
  "method": "the ωB97M-V functional and the def2-TZVPD basis",
  "s_squared": 2.020,
  "homo_ev": [-8.079, -8.090],
  "multiplicity": 3,
  "species": ["H", "S", "N", "C", "H", "H", "H", "C", "C", "O", "H", "C", "C", "H", "N", "H", "H", "C", "C", "H", "N", "N", "C", "S", "N", "C", "H", "H", "H", "C", "N", "C", "C", "H", "C", "C", "C", "H", "H", "H", "C", "S", "O", "H", "C", "V", "C", "C", "H", "H", "C", "S", "C", "O"],
  "coordinates": [[3.6502, 3.2499, 3.2275], [-1.5619, 2.3103, 1.6768], [-3.2817, 1.4710, 3.6531], [1.8387, -1.6469, -1.8156], [-2.5945, 0.6118, 0.1482], [3.5235, -2.0134, -3.9787], [-1.1972, -3.3738, 2.5714], [3.0805, 2.7668, 2.4447], [2.2943, -0.6819, -2.8033], [-0.4686, 2.4606, -1.4791], [-2.9776, 2.0949, 4.3783], [0.1278, -4.6151, 1.4213], [-5.3394, -1.1669, 2.4486], [4.1524, -0.2533, -5.5914], [-4.2860, 0.5683, 3.8784], [3.6395, 4.1685, 0.9054], [-5.9854, -0.9107, 1.6077], [1.6168, 1.0492, 1.6899], [1.2577, -3.5426, -0.3736], [-0.0872, -5.5012, 2.0033], [1.0227, -1.2748, -0.8629], [-3.5367, 0.4585, 1.8230], [2.3334, 2.6383, 0.1887], [-1.6143, 2.1818, -2.4598], [-3.2573, -0.0557, 0.5519], [1.7608, 0.6103, -2.6500], [-0.7614, -1.3287, 1.2336], [-4.0933, 0.0299, -0.0218], [-4.7878, -2.0693, 2.1824], [3.0788, 3.2800, 1.1574], [1.6184, 1.5372, 0.4463], [3.4927, -0.0196, -4.7661], [3.1421, -1.0042, -3.8609], [1.0180, 0.1652, 1.8625], [-2.7869, 1.4321, 2.4024], [-4.4036, -0.0582, 2.7478], [2.3366, 1.6305, 2.7151], [-5.9541, -1.3590, 3.3235], [3.2435, 2.0285, -5.3526], [1.6757, 2.5685, -3.5335], [2.1129, 1.5782, -3.5870], [-1.5283, 0.1180, -2.3586], [-1.2518, 2.6248, -3.7766], [2.2920, 3.0113, -0.8272], [-0.4974, -3.4058, 1.7468], [0.3777, 0.7780, -1.1498], [2.9814, 1.2676, -4.6276], [0.6568, -2.3272, -0.0381], [2.3020, 1.2022, 3.7064], [1.4705, -5.6383, 0.0930], [-0.2452, -2.2589, 1.0216], [2.2609, -3.3276, -1.7766], [1.0033, -4.6982, 0.3551], [-2.8641, 2.6393, -1.9213]]
}

---

So what do the calculations give for max |F|? Going down the list: 4.261; 6.628; 1.814; 0.690 eV Å⁻¹.
So what do the calculations give for energy? Going down the list: -32912.6493; -128742.2249; -122630.4152; -106199.0533 eV.